Entry 1:
Below is C13H9N3O4RhS3 as an isolated structure, with properties calculated with ωB97M-V/def2-TZVPD.

Geometry as XYZ:
```
33
C13H9N3O4RhS3, DFT ωB97M-V/def2-TZVPD
Rh -0.0089 2.3034 0.2863
C -0.1793 -5.2150 -1.3866
C -0.6031 -3.8205 -1.0110
C -0.2636 -3.2759 0.2200
C -0.6719 -1.9965 0.5775
C -1.4283 -1.2536 -0.3107
C -1.7736 -1.7761 -1.5531
C -1.3604 -3.0499 -1.8937
S -2.0151 0.3631 0.0984
O -1.5981 1.2051 -1.0510
O -3.4331 0.2669 0.3207
N -1.1348 0.8429 1.3006
C -1.7603 1.4202 2.4982
C -1.5478 2.9153 2.5522
O -2.1037 3.6336 3.3485
O -0.6896 3.4214 1.6668
H 0.6675 -5.5461 -0.7857
H 0.1060 -5.2715 -2.4378
H -0.9955 -5.9242 -1.2299
H 0.3400 -3.8539 0.9105
H -0.3904 -1.5611 1.5266
H -2.3483 -1.1778 -2.2481
H -1.6206 -3.4537 -2.8657
H -1.2916 0.9937 3.3885
H -2.8268 1.2045 2.5441
S 1.1041 4.0007 -0.7863
C 2.5804 3.2527 -0.3252
S 2.1655 1.8325 0.5870
C 3.8530 3.6641 -0.6077
C 4.9842 2.9179 -0.1486
N 5.8903 2.3143 0.2278
C 4.0858 4.8389 -1.3904
N 4.2678 5.7844 -2.0221
```

Computed properties:
- E_tot (eV) = -61802.8742
- charge = -1
- Kohn-Sham gap (alpha / beta) (eV) = 7.02 / 7.02
- LUMO (alpha / beta) (eV) = 1.4 / 1.4
- highest occupied orbital energy (alpha / beta) (eV) = -5.569 / -5.568

Entry 2:
Below is one molecule with the formula C5H11NO, with properties calculated with ωB97M-V/def2-TZVPD.

Geometry as XYZ:
```
18
C5H11NO, DFT ωB97M-V/def2-TZVPD
C -2.0801 -0.6479 -1.0581
C -1.4378 0.1131 0.0998
C 0.0332 0.3810 -0.1311
C 0.8453 0.9812 1.0235
C 1.9789 -0.3950 0.4758
O 3.0178 0.2451 -0.1779
N 0.8439 -0.8256 -0.2675
H -1.9929 -0.0809 -1.9919
H -1.5912 -1.6152 -1.2213
H -3.1410 -0.8375 -0.8708
H -1.9476 1.0707 0.2566
H -1.5396 -0.4489 1.0392
H 0.1552 0.9759 -1.0502
H 0.8768 2.1108 0.9633
H 0.3926 0.7933 2.0008
H 2.4595 -1.3121 0.9150
H 2.7077 1.1517 -0.1284
H 0.4191 -1.6596 0.1231
```

Computed properties:
- energy above the lowest of the compared OMol25 structures with the same formula, charge and spin (kJ/mol) = 304.4
- E_tot (eV) = -8898.5422
- structure (SMILES) = CC[C@H]1C[C@H](O)N1
- Kohn-Sham gap (eV) = 9.85
- LUMO (eV) = 1.1
- highest occupied orbital energy (eV) = -8.793

Entry 3:
Below is C30H37BrN3O4Ti as an isolated structure, with properties calculated with ωB97M-V/def2-TZVPD.

Geometry as XYZ:
```
76
C30H37BrN3O4Ti, DFT ωB97M-V/def2-TZVPD
Ti -0.3515 0.3246 0.1865
Br 0.5290 0.3889 3.9759
C -1.2739 0.2020 3.4553
C -2.2156 0.0517 4.4608
C -3.5469 -0.0651 4.1029
C -3.8853 -0.0346 2.7599
C -2.8740 0.0905 1.8325
N -1.5718 0.2173 2.1590
C -3.1805 0.0662 0.3535
O -4.3008 0.2504 -0.0469
O -2.1263 -0.1711 -0.3892
H -1.8993 0.0295 5.4927
H -4.3064 -0.1823 4.8639
H -4.9043 -0.1159 2.4106
C 2.3971 1.8023 1.1510
O 0.9653 1.7762 1.0841
C 0.3005 2.9866 1.5022
C -0.4444 3.5309 0.3112
O -1.1725 2.4277 -0.2092
C -2.1198 2.7996 -1.2271
H 2.7734 2.7208 0.7001
H 2.7606 0.9440 0.5943
H 2.7126 1.7361 2.1928
H 1.0270 3.6933 1.9008
H -0.3982 2.7105 2.2927
H 0.2316 3.9222 -0.4559
H -1.1273 4.3263 0.6240
H -1.6132 3.3552 -2.0180
H -2.9095 3.4036 -0.7781
H -2.5363 1.8837 -1.6319
C -1.6818 -0.8724 -3.4683
C -1.0189 0.4690 -3.6395
C -1.4638 1.3207 -4.6475
C -0.8466 2.5350 -4.8898
C 0.2488 2.9120 -4.1285
C 0.7156 2.0956 -3.1071
C 1.9409 2.4795 -2.3244
C 0.0621 0.8846 -2.8518
N 0.4743 0.0967 -1.7323
C 1.1497 -1.0382 -1.9140
C 1.6939 -1.4661 -3.2420
C 1.3413 -1.8456 -0.7616
C 2.0694 -3.1500 -0.8716
N 0.8075 -1.3890 0.3821
C 0.9882 -2.1304 1.5959
C -0.1069 -2.8046 2.1520
C -1.4171 -2.9586 1.4237
C 0.0442 -3.4211 3.3900
C 1.2613 -3.4177 4.0481
C 2.3522 -2.8057 3.4558
C 2.2357 -2.1549 2.2336
C 3.4680 -1.5089 1.6530
H -2.7582 -0.7852 -3.6119
H -1.5135 -1.3000 -2.4845
H -1.3071 -1.5733 -4.2187
H -2.3081 1.0145 -5.2531
H -1.2085 3.1803 -5.6788
H 0.7554 3.8479 -4.3308
H 2.1789 3.5338 -2.4625
H 2.8089 1.8992 -2.6477
H 1.8039 2.2815 -1.2629
H 1.5004 -0.7168 -4.0057
H 1.2462 -2.4082 -3.5647
H 2.7716 -1.6293 -3.1792
H 1.5908 -3.7893 -1.6160
H 2.0833 -3.6811 0.0768
H 3.1009 -2.9999 -1.1979
H -1.5421 -2.2506 0.6087
H -2.2594 -2.8559 2.1101
H -1.4795 -3.9596 0.9906
H -0.8055 -3.9331 3.8259
H 1.3648 -3.9081 5.0065
H 3.3172 -2.8259 3.9481
H 3.7857 -0.6608 2.2636
H 3.3227 -1.1605 0.6330
H 4.2939 -2.2208 1.6450
```

Computed properties:
- energy above the lowest of the compared OMol25 structures with the same formula, charge and spin (kJ/mol) = 0.0
- E_tot (eV) = -137527.1579
- spin multiplicity = 3
- charge = +1
- Kohn-Sham gap (alpha / beta) (eV) = 6.67 / 8.12
- LUMO (alpha / beta) (eV) = -2.9 / -3.2
- highest occupied orbital energy (alpha / beta) (eV) = -9.587 / -11.299